Arrangement A

Below is a structure of composition C14H24HgN4O5, with properties calculated with the ωB97M-V functional and the def2-TZVPD basis.

Properties
* LUMO (spin up / spin down): 0.00 / 0.01 eV
* HOMO level (spin up / spin down): -4.36 / -5.26 eV

The geometry in XYZ format:
```
48
Properties=species:S:1:pos:R:3:lowdin_charge:R:1
O -3.501 -1.167 -1.828 -0.14
H -4.450 -1.329 -1.838 0.11
Hg -0.062 -0.198 -0.086 1.20
N 1.509 1.025 -1.155 -0.16
N -0.994 0.973 -1.820 -0.17
O 2.850 1.201 -0.782 -0.10
O -2.324 1.081 -2.097 -0.11
C 1.162 1.852 -2.117 -0.35
C -0.247 1.899 -2.412 -0.33
C 2.217 2.695 -2.725 -0.04
C -0.825 2.938 -3.311 -0.04
H 3.177 2.169 -2.709 0.08
H 2.334 3.632 -2.159 0.09
H 1.953 2.952 -3.758 0.08
H -1.848 3.202 -3.019 0.07
H -0.850 2.594 -4.357 0.09
H -0.205 3.845 -3.279 0.08
H 3.017 0.561 -0.066 0.07
H -2.747 0.158 -2.006 0.04
O -0.300 2.100 1.475 -0.10
H 0.451 2.698 1.660 0.06
H -1.093 2.665 1.552 0.06
C -2.744 -2.359 -2.053 -0.11
H -2.695 -2.944 -1.126 0.07
H -1.729 -2.063 -2.344 0.08
H -3.197 -2.965 -2.844 0.09
O 1.926 -2.259 -0.988 -0.10
H 2.159 -2.302 -1.930 0.05
H 2.033 -3.169 -0.668 0.05
N -2.050 -1.344 1.279 0.03
C -1.738 -1.337 2.632 -0.29
C -2.693 -1.252 3.638 -0.07
C -2.293 -1.307 4.985 -0.12
C -0.958 -1.464 5.326 -0.06
C 0.060 -1.438 4.332 -0.18
C 1.446 -1.501 4.593 -0.08
C 2.344 -1.360 3.548 -0.11
C 1.875 -1.165 2.246 -0.21
N 0.558 -1.100 1.974 -0.06
C -0.353 -1.315 2.969 -0.19
H -1.564 -2.026 0.693 0.05
H -3.008 -1.166 0.995 0.09
H -3.742 -1.167 3.358 0.10
H -3.054 -1.234 5.762 0.09
H -0.666 -1.597 6.367 0.10
H 1.796 -1.672 5.612 0.10
H 3.421 -1.390 3.706 0.09
H 2.552 -1.067 1.393 0.07
```

Arrangement B

Below is a structure of composition C14H24HgN4O5, with properties calculated with the ωB97M-V functional and the def2-TZVPD basis.

Properties
* LUMO: -0.24 eV
* HOMO level: -6.36 eV

The geometry in XYZ format:
```
48
Properties=species:S:1:pos:R:3:lowdin_charge:R:1
O 3.154 1.243 -1.727 -0.13
H 3.647 1.537 -2.539 0.09
Hg 0.362 0.939 -0.518 1.14
N -1.947 0.298 -1.570 -0.05
N 0.632 -0.501 -2.417 -0.20
O -3.265 0.510 -1.389 -0.14
O 1.666 -0.912 -2.977 -0.18
C -1.811 -0.649 -2.482 -0.31
C -0.528 -1.043 -2.933 -0.30
C -3.060 -1.128 -3.039 -0.04
C -0.166 -1.871 -4.080 -0.09
H -3.609 -0.319 -3.500 0.09
H -3.684 -1.532 -2.255 0.09
H -2.887 -1.876 -3.780 0.06
H 0.528 -2.679 -3.800 0.08
H 0.356 -1.269 -4.841 0.09
H -1.042 -2.301 -4.533 0.05
H -3.457 1.328 -0.834 0.04
H 2.602 0.757 -2.255 -0.08
O 0.501 -1.779 0.254 -0.08
H 0.232 -2.420 0.929 0.06
H 1.117 -2.327 -0.255 0.06
C 0.926 2.625 -1.411 -0.37
H 1.054 3.226 -0.507 -0.05
H 0.021 2.593 -2.089 -0.02
H 1.858 2.819 -2.151 0.05
O -4.442 2.361 -0.210 -0.04
H -5.292 2.054 -0.627 0.11
H -4.354 3.300 -0.444 0.08
N 2.802 0.368 0.998 0.09
C 2.366 -0.169 2.180 -0.26
C 3.156 -1.097 2.872 -0.03
C 2.733 -1.568 4.102 -0.10
C 1.542 -1.192 4.642 -0.06
C 0.643 -0.351 3.934 -0.17
C -0.633 0.019 4.372 -0.02
C -1.517 0.724 3.563 -0.03
C -1.079 0.999 2.211 -0.10
N 0.153 0.703 1.777 -0.01
C 1.038 0.134 2.642 -0.17
H 2.492 1.324 0.681 0.08
H 3.709 0.083 0.618 0.11
H 4.110 -1.394 2.392 0.12
H 3.403 -2.238 4.624 0.11
H 1.228 -1.569 5.628 0.12
H -0.973 -0.262 5.401 0.13
H -2.520 1.059 3.852 0.11
H -1.763 1.443 1.490 0.10
```

Name the most stable of them. arrangement A.

Arrangement A

Below is the ion C9H19N2O with charge +1, with properties calculated with the ωB97M-V functional and the def2-TZVPD basis.

Properties
* LUMO: -3.30 eV
* charge: +1
* HOMO level: -13.75 eV
* structure (SMILES): CC[N+]1=CCN[C@@]1(CC)[C@@H](C)O

The geometry in XYZ format:
```
31
Properties=species:S:1:pos:R:3:lowdin_charge:R:1
C 0.135 2.299 0.119 0.03
C 1.369 2.038 1.086 -0.06
C 0.383 -0.086 0.579 -0.28
C 0.633 -1.500 -1.566 -0.06
C -1.514 1.256 -2.386 -0.07
C 0.651 -2.305 1.721 0.02
C 1.336 -0.570 -0.583 -0.12
C -1.770 1.098 -0.961 -0.17
C -0.403 -1.197 1.267 -0.38
N 1.045 0.662 1.529 0.01
N -0.510 1.279 -0.206 0.08
O -1.190 -0.676 2.252 0.00
H -0.121 3.243 -0.293 0.14
H 2.393 2.223 0.766 0.12
H 1.392 2.686 2.046 0.16
H -0.165 -1.055 -2.124 0.05
H 0.367 -2.383 -1.135 0.04
H 1.289 -1.865 -2.375 0.11
H -1.410 2.262 -2.740 0.09
H -0.679 0.678 -2.635 0.05
H -2.399 0.863 -2.918 0.11
H 1.396 -2.011 2.453 0.10
H 1.069 -2.706 0.793 0.07
H 0.030 -3.075 2.097 0.07
H 1.695 0.250 -1.118 0.09
H 2.132 -0.981 0.085 0.14
H -2.031 0.055 -0.850 0.12
H -2.530 1.668 -0.531 0.12
H -1.088 -1.668 0.600 0.13
H 0.462 0.668 2.438 0.17
H -1.967 -1.152 2.589 0.14
```

Arrangement B

Below is a structure of composition C9H19N2O, with properties calculated with the ωB97M-V functional and the def2-TZVPD basis.

Properties
* LUMO: -3.75 eV
* charge: +1
* HOMO level: -13.21 eV

The geometry in XYZ format:
```
31
Properties=species:S:1:pos:R:3:lowdin_charge:R:1
C 1.794 -0.783 -1.331 -0.52
C -0.374 -0.623 -0.669 0.03
C 0.999 -0.799 0.010 -0.38
C 1.089 -2.202 0.623 0.00
C 2.978 0.153 1.317 -0.06
C -1.792 0.531 0.837 0.04
C -2.484 0.178 -1.443 0.01
C -0.781 1.782 -0.996 0.02
C 1.479 0.241 1.030 -0.19
N 0.839 -0.338 -2.206 0.22
N -1.327 0.477 -0.568 -0.35
O 2.919 -1.092 -1.574 0.15
H -0.863 -1.562 -0.896 0.15
H 0.597 -2.227 1.593 0.10
H 2.137 -2.458 0.747 0.10
H 0.643 -2.956 -0.021 0.10
H 3.256 -0.805 1.742 0.08
H 3.237 0.925 2.037 0.09
H 3.559 0.314 0.414 0.08
H -1.003 0.895 1.491 0.10
H -2.651 1.194 0.918 0.12
H -2.090 -0.463 1.169 0.13
H -2.145 0.037 -2.469 0.12
H -3.000 -0.720 -1.104 0.12
H -3.189 1.007 -1.424 0.12
H 0.070 2.075 -0.388 0.10
H -0.444 1.711 -2.027 0.11
H -1.550 2.549 -0.913 0.12
H 1.300 1.253 0.670 0.09
H 0.942 0.087 1.971 0.11
H 0.801 -0.670 -3.160 0.11
```

Name the most stable of them. arrangement A.

Arrangement A

Below is the molecule C2H2O3S, with properties calculated with the ωB97M-V functional and the def2-TZVPD basis.

Properties
* LUMO: -0.33 eV
* HOMO level: -10.52 eV
* structure (SMILES): O=C(O)C(=O)S

The geometry in XYZ format:
```
8
Properties=species:S:1:pos:R:3:lowdin_charge:R:1
C 0.723 0.207 0.065 -0.50
C -0.668 0.787 -0.121 -0.69
H 1.921 -1.109 -0.245 0.15
H -1.512 -1.435 0.173 -0.13
O 0.930 -1.075 -0.354 0.08
O 1.562 0.899 0.577 0.15
O -0.880 1.959 -0.332 0.05
S -2.076 -0.232 0.236 0.88
```

Arrangement B

Below is the molecule C2H2O3S, with properties calculated with the ωB97M-V functional and the def2-TZVPD basis.

Properties
* LUMO: -0.78 eV
* HOMO level: -9.44 eV
* structure (SMILES): O=C(O)C(O)=S

The geometry in XYZ format:
```
8
Properties=species:S:1:pos:R:3:lowdin_charge:R:1
C -0.325 -0.718 0.223 -0.92
C 0.288 0.643 -0.294 -0.42
H 0.753 -1.462 -0.970 0.18
H -0.835 1.762 0.671 0.12
O -0.079 -1.686 -0.422 0.08
O -0.014 1.892 0.121 0.12
O 1.324 0.436 -0.973 0.07
S -1.112 -0.867 1.644 0.77
```

Name the most stable of them. arrangement A.

Arrangement A

Below is the molecule C2H2O3S, with properties calculated with the ωB97M-V functional and the def2-TZVPD basis.

Properties
* LUMO: -0.44 eV
* HOMO level: -9.71 eV
* structure (SMILES): O=C(O)C(O)=S

The geometry in XYZ format:
```
8
Properties=species:S:1:pos:R:3:lowdin_charge:R:1
C 0.360 -0.184 -0.435 -0.72
C -1.020 -0.189 0.385 -0.46
H 1.660 -0.516 -1.494 0.12
H -2.898 0.469 0.502 0.21
O 0.601 -0.582 -1.672 -0.02
O -1.942 0.792 0.164 0.06
O -1.255 -1.191 1.092 0.07
S 1.623 0.633 0.289 0.74
```

Arrangement B

Below is the molecule C2H2O3S, with properties calculated with the ωB97M-V functional and the def2-TZVPD basis.

Properties
* LUMO: -1.70 eV
* HOMO level: -9.83 eV
* structure (SMILES): O=S(=O)=C1CO1

The geometry in XYZ format:
```
8
Properties=species:S:1:pos:R:3:lowdin_charge:R:1
C -1.584 -0.469 0.612 -0.23
C -0.121 -0.193 0.145 -0.06
O -4.064 -0.879 -0.194 -0.31
O -3.280 1.388 0.296 -0.33
O -0.783 -1.470 0.145 -0.03
S -3.031 0.082 -0.170 0.76
H 0.127 0.260 -0.787 0.10
H 0.686 -0.129 0.863 0.10
```

Arrangement C

Below is a cluster of 2 separate species, C2H2O3S in total, with properties calculated with the ωB97M-V functional and the def2-TZVPD basis.

Properties
* LUMO: -1.23 eV
* HOMO level: -10.05 eV

The geometry in XYZ format:
```
8
Properties=species:S:1:pos:R:3:lowdin_charge:R:1
C -0.325 1.654 0.207 -0.30
C -0.449 0.774 1.212 -0.01
O -0.064 2.350 -0.710 0.13
O 2.513 -1.212 -0.208 -0.45
O 3.373 0.882 0.626 -0.43
S 2.408 0.268 -0.284 0.90
H -1.072 -0.102 0.882 0.09
H -0.309 1.091 2.239 0.07
```

Name the most stable of them. arrangement A.

Arrangement A

Below is a cluster of 2 separate species, CHClOS2 in total, with properties calculated with the ωB97M-V functional and the def2-TZVPD basis.

Properties
* LUMO: -0.33 eV
* HOMO level: -9.39 eV

The geometry in XYZ format:
```
6
Properties=species:S:1:pos:R:3:lowdin_charge:R:1
C -2.079 1.917 -0.503 -0.05
O -2.639 1.944 0.473 0.01
S 2.430 -1.074 -0.399 0.32
S 0.837 -1.830 0.577 -0.05
Cl -0.909 -1.058 -0.176 0.03
H 2.360 0.100 0.028 -0.26
```

Arrangement B

Below is a structure of composition CHClOS2, with properties calculated with the ωB97M-V functional and the def2-TZVPD basis.

Properties
* LUMO: 0.02 eV
* HOMO level: -9.99 eV

The geometry in XYZ format:
```
6
Properties=species:S:1:pos:R:3:lowdin_charge:R:1
C -3.152 -0.459 -0.256 -1.33
O -3.286 -1.597 -0.553 -0.02
S -0.191 -0.620 -0.047 0.35
S -1.865 0.360 0.523 0.50
Cl -4.560 0.513 -0.106 0.66
H -0.015 -1.875 0.393 -0.17
```

Name the most stable of them. arrangement B.